[1]
Density functional theory data (wB97M-V/def2-TZVPD) for a structure of composition C16H15BrN2O3.

```
37
C16H15BrN2O3, DFT wB97M-V/def2-TZVPD
C 5.49 -5.98 -2.51
C 5.05 -5.52 -1.12
C 5.52 -6.22 -0.14
C 5.20 -5.97 1.26
C 4.44 -4.87 1.57
C 3.84 -4.35 0.45
C 4.21 -4.76 -0.76
H 3.96 -4.01 -1.84
O 3.02 -3.28 0.61
C 2.43 -2.45 -0.33
C 1.59 -1.44 0.06
O 1.89 -0.91 1.20
O 0.80 -0.86 -0.51
N -0.10 0.16 -0.34
C -1.02 0.45 -0.92
N -1.63 -0.52 -1.86
H -2.58 -0.32 -2.02
H -1.14 -1.33 -2.02
C -1.93 1.68 -0.62
C -1.80 1.99 0.76
C -2.32 3.24 1.15
C -3.35 3.62 0.22
C -3.52 3.28 -1.10
C -2.85 2.04 -1.40
H -2.73 1.98 -2.64
H -4.18 3.89 -1.71
Br -4.23 5.40 0.99
H -2.34 3.65 2.00
H -1.05 1.48 1.51
H 3.19 -2.04 -0.88
H 1.80 -3.04 -1.19
H 4.09 -4.68 2.42
H 5.55 -6.59 2.04
H 6.40 -7.14 -0.09
H 6.36 -6.77 -2.47
H 5.90 -5.11 -3.20
H 4.83 -6.17 -3.18
```

As for the energy relative to the best compared isomer or geometry (same formula, charge and spin): 1382.1 kJ/mol. The frontier orbital gap is 8.57 eV.

[2]
Density functional theory data (wB97M-V/def2-TZVPD) for a structure of composition C16H15BrNbS.

```
34
C16H15BrNbS, DFT wB97M-V/def2-TZVPD
C -1.13 -0.76 -1.79
C -1.24 -1.80 -0.80
C -2.00 -1.27 0.32
H -0.92 -2.83 -0.93
C -2.36 0.10 0.00
C -1.82 0.41 -1.29
H -2.02 1.32 -1.86
H -0.76 -0.90 -2.79
H -2.33 -1.82 1.19
H -3.03 0.73 0.57
Nb -0.09 -0.09 0.15
Br 0.87 -1.97 1.51
C 2.03 1.18 0.36
C 1.18 1.95 -0.52
C 1.00 1.20 -1.72
H 0.85 2.98 -0.34
C 1.72 -0.04 -1.60
C 2.38 -0.04 -0.32
H 3.09 -0.79 0.03
H 2.40 1.50 1.33
H 0.50 1.57 -2.62
H 1.85 -0.80 -2.37
S -0.68 1.71 1.94
C -0.53 0.68 3.33
C 0.70 0.55 4.01
C 0.80 -0.30 5.11
C -0.30 -1.03 5.54
C -1.50 -0.95 4.86
C -1.63 -0.11 3.75
H 1.56 1.12 3.63
H 1.76 -0.38 5.63
H -0.21 -1.67 6.41
H -2.37 -1.54 5.17
H -2.55 -0.05 3.17
```

Its charge is +1. The frontier orbital gap (spin up / spin down) is 6.23 / 6.24 eV.

[3]
Density functional theory data (wB97M-V/def2-TZVPD) for a structure of composition C16H15Cl4N5O2S2V.

```
45
C16H15Cl4N5O2S2V, DFT wB97M-V/def2-TZVPD
V -0.64 0.01 -0.42
C 1.86 -1.60 0.96
C 1.68 -1.52 2.48
N 0.42 -1.04 2.98
C 0.33 0.33 3.43
C -0.63 1.22 2.66
N -0.25 1.46 1.27
C 1.10 1.98 1.01
C 2.13 0.87 0.68
N 1.50 -0.38 0.23
H 1.22 -2.39 0.56
H 2.91 -1.89 0.78
H 2.48 -0.91 2.92
H 1.88 -2.54 2.85
H -0.37 -1.31 2.40
H 1.32 0.79 3.43
H -0.01 0.37 4.48
H -0.71 2.17 3.21
H -1.63 0.77 2.64
H -0.94 2.06 0.84
H 1.47 2.57 1.86
H 1.02 2.63 0.14
H 2.75 0.67 1.56
H 2.79 1.26 -0.09
H 1.70 -0.55 -0.75
Cl 1.73 -0.93 -6.83
C 1.31 -0.19 -5.31
C 1.63 1.13 -5.07
Cl 2.45 2.07 -6.27
C 1.29 1.71 -3.83
Cl 1.71 3.36 -3.49
C 0.62 0.99 -2.84
O 0.29 1.47 -1.69
C 0.30 -0.40 -3.09
O -0.28 -1.06 -2.13
C 0.66 -0.95 -4.32
Cl 0.28 -2.62 -4.60
S -3.06 0.57 -0.35
C -3.37 -0.91 0.48
S -1.94 -1.87 0.69
C -4.63 -1.27 0.98
C -5.76 -0.43 0.84
N -6.71 0.22 0.77
C -4.84 -2.48 1.69
N -5.04 -3.47 2.25
```

As for the expectation value of S²: 0.760. Its spin multiplicity is 2. Its charge is -2. The frontier orbital gap (spin up / spin down) is 4.98 / 4.41 eV.